No. 1
{"formula": "C6H4O", "method": "wB97M-V/def2-TZVPD", "de_lowest_kj_mol": 398.59, "multiplicity": 1, "charge": 0, "orbital_gap_ev": 9.5, "symbols": ["C", "C", "C", "C", "O", "C", "C", "H", "H", "H", "H"], "coordinates": [[-2.33753, -0.15044, -0.72744], [-0.99880, 0.13403, -0.22017], [0.10329, 0.37692, 0.20896], [1.43354, 0.70250, 0.68121], [1.73408, 1.78470, 1.12931], [2.18511, -1.63790, 0.84454], [2.46097, -0.39255, 0.56496], [-2.64834, 0.62536, -1.43418], [-3.05619, -0.16447, 0.09763], [-2.37102, -1.11858, -1.23543], [3.49252, -0.10248, 0.36234]]}

***

No. 2
{"formula": "C6H4O", "method": "wB97M-V/def2-TZVPD", "de_lowest_kj_mol": 442.15, "multiplicity": 1, "charge": 0, "orbital_gap_ev": 9.1, "symbols": ["C", "C", "C", "C", "C", "C", "O", "H", "H", "H", "H"], "coordinates": [[2.52706, 0.04572, -0.25749], [1.88406, 0.35753, 0.79991], [0.54879, 0.16686, 0.89390], [-0.51578, 1.07630, 0.43926], [-1.15520, 0.34821, -0.48307], [-0.50549, -1.01350, -0.49778], [0.08428, -1.10130, 0.80870], [0.39205, -0.93773, -1.15885], [-0.57229, 2.13669, 0.64509], [-1.87536, 0.68628, -1.21727], [-1.09935, -1.89617, -0.72054]]}

***

No. 3
{"formula": "C6H4O", "method": "wB97M-V/def2-TZVPD", "de_lowest_kj_mol": 115.16, "multiplicity": 1, "charge": 0, "smiles": "C#Cc1ccco1", "orbital_gap_ev": 9.5, "symbols": ["C", "C", "C", "C", "C", "C", "O", "H", "H", "H", "H"], "coordinates": [[2.95554, 0.02154, 0.10069], [1.79760, 0.11232, 0.41388], [0.38857, 0.05249, 0.42357], [-0.56393, 1.00298, 0.22560], [-1.74560, 0.29842, -0.15224], [-1.41482, -1.01923, -0.14468], [-0.12707, -1.19172, 0.20987], [3.76323, -0.14237, -0.56222], [-0.40304, 2.07021, 0.28802], [-2.69965, 0.72223, -0.42617], [-1.95083, -1.92687, -0.37631]]}

***

No. 4
{"formula": "C6H4O", "method": "wB97M-V/def2-TZVPD", "de_lowest_kj_mol": 402.09, "multiplicity": 1, "charge": 0, "smiles": "C=C=C=C=O.C#C", "orbital_gap_ev": 8.7, "symbols": ["C", "C", "C", "C", "O", "H", "H", "C", "C", "H", "H"], "coordinates": [[0.44723, 1.99440, -0.38756], [0.70796, 0.93930, -1.12301], [0.84064, -0.23974, -1.62222], [0.59496, -1.41577, -1.05139], [0.53500, -2.54387, -0.79981], [1.17317, 2.36688, 0.32846], [-0.52104, 2.48285, -0.44469], [-0.59698, -0.50934, 0.96185], [-1.22563, -1.37580, 1.50382], [-0.16883, 0.41725, 0.61953], [-1.78649, -2.11616, 2.01502]]}

***

No. 5
{"formula": "C6H4O", "method": "wB97M-V/def2-TZVPD", "de_lowest_kj_mol": 352.78, "multiplicity": 1, "charge": 0, "smiles": "C#CC(=O)C#CC", "orbital_gap_ev": 10.2, "symbols": ["C", "C", "C", "O", "C", "C", "C", "H", "H", "H", "H"], "coordinates": [[-0.90361, -1.41522, -2.55933], [-1.27669, -1.54269, -1.40242], [-0.01605, -1.55099, -0.57733], [0.75857, -2.47561, -0.57092], [0.19136, -0.30928, 0.11981], [0.26639, 0.66703, 0.81966], [0.32980, 1.79946, 1.72794], [-0.37623, -1.42337, -3.48292], [1.34604, 2.19671, 1.78742], [0.03198, 1.45987, 2.72498], [-0.35156, 2.59408, 1.41309]]}

***

No. 6
{"formula": "C6H56ClN3O20", "method": "wB97M-V/def2-TZVPD", "multiplicity": 1, "charge": 2, "orbital_gap_ev": 9.3, "symbols": ["Cl", "C", "N", "N", "C", "C", "C", "C", "C", "N", "H", "H", "H", "H", "H", "H", "H", "H", "H", "H", "H", "H", "H", "H", "H", "H", "O", "H", "H", "O", "H", "H", "O", "H", "H", "O", "H", "H", "O", "H", "H", "O", "H", "H", "O", "H", "H", "O", "H", "H", "O", "H", "H", "O", "H", "H", "O", "H", "H", "O", "H", "H", "O", "H", "H", "O", "H", "H", "O", "H", "H", "O", "H", "H", "O", "H", "H", "O", "H", "H", "O", "H", "H", "O", "H", "H"], "coordinates": [[-2.73700, 3.81867, 3.03544], [-1.81170, 1.33266, 2.20374], [-1.39808, 1.96666, 1.04399], [-1.34250, 0.17163, 2.63270], [-2.88314, 2.08712, 3.05952], [-0.13193, 1.63881, 0.42837], [-0.21806, 0.47699, -0.59132], [1.12745, 0.17191, -1.19843], [1.06115, -0.96938, -2.29094], [0.87620, -2.24173, -1.63012], [-1.88849, 2.88932, 0.82925], [-0.74117, -0.41129, 1.99956], [-1.83314, -0.34165, 3.37253], [-3.72598, 1.82821, 2.54696], [-2.89348, 1.78254, 4.08678], [0.63265, 1.37925, 1.05491], [0.20076, 2.51408, -0.07706], [-0.98477, 0.62931, -1.38454], [-0.58048, -0.40665, -0.02147], [1.41436, 1.02458, -1.79235], [1.89739, -0.06981, -0.45653], [1.96195, -0.94007, -2.90460], [0.26314, -0.79885, -2.91076], [1.75332, -2.64723, -1.26036], [0.39505, -2.83975, -2.32521], [0.22006, -2.08464, -0.92325], [-0.08415, 5.44240, 3.74086], [-0.48027, 4.68811, 4.28667], [0.34289, 6.10209, 4.37820], [-5.58019, -0.43288, 3.41033], [-5.62132, -0.43294, 4.42131], [-6.37360, 0.08999, 3.06267], [-0.15629, 1.95443, -3.98686], [-0.33458, 0.97066, -4.14234], [0.81990, 2.13286, -4.18426], [3.32403, -4.51862, -1.98410], [3.06537, -5.49620, -1.94944], [3.88166, -4.31096, -1.16576], [2.53207, -0.22390, 2.01117], [3.46904, -0.37375, 2.36245], [2.00702, 0.27588, 2.71707], [2.76168, 2.66699, -0.40533], [2.17251, 3.47888, -0.53751], [3.63826, 2.83262, -0.88275], [0.56825, -2.16665, 2.04682], [1.41791, -1.73311, 2.38430], [0.74268, -3.15702, 1.93505], [-4.60193, 0.90499, -0.32328], [-4.70458, -0.10122, -0.29541], [-5.51541, 1.31882, -0.18885], [2.68678, 3.23807, -3.62738], [3.26655, 3.56201, -2.86403], [2.46974, 4.03126, -4.21688], [3.18795, -2.45384, 0.16320], [4.16347, -2.31041, 0.39026], [2.63043, -1.91745, 0.81528], [-0.69262, 3.24093, 5.37901], [-0.80809, 3.63087, 6.30549], [-0.69327, 2.23231, 5.45925], [-1.70506, -2.68583, -0.70644], [-1.92186, -2.96696, 0.24104], [-2.55991, -2.71410, -1.24699], [-3.37961, 3.29833, -0.55785], [-3.77715, 2.37217, -0.46874], [-3.06971, 3.41765, -1.51362], [-2.26536, -1.50468, 4.94408], [-1.63643, -2.29371, 5.01925], [-3.21426, -1.85563, 4.95736], [-0.47171, -5.50566, -1.33299], [-1.47820, -5.43656, -1.25575], [-0.06950, -5.26393, -0.43658], [-0.77160, -0.40558, -5.04399], [-0.05168, -0.83062, -5.61392], [-1.49491, -1.09481, -4.88415], [4.28289, 0.67347, -3.31796], [3.96525, 1.53856, -2.90024], [4.85270, 0.90238, -4.12213], [1.21644, 1.00691, 3.87640], [0.70829, 0.52597, 4.60732], [1.66251, 1.81838, 4.28419], [0.25924, -4.28919, -3.58915], [-0.10225, -4.90402, -2.87146], [-0.35744, -4.34229, -4.38956], [3.30475, -1.18865, -4.89977], [2.47989, -1.04571, -5.46804], [3.45926, -0.35181, -4.35242]]}

***

No. 7
{"formula": "C6H5AlCl2ErNO3", "method": "wB97M-V/def2-TZVPD", "de_lowest_kj_mol": 0.00, "multiplicity": 4, "charge": 4, "orbital_gap_ev": [4.6, 4.6], "symbols": ["Al", "Er", "Cl", "Cl", "C", "C", "C", "O", "O", "O", "C", "C", "C", "N", "H", "H", "H", "H", "H"], "coordinates": [[2.53536, -3.10893, -0.25882], [0.42943, -0.87200, -0.22445], [3.07867, -0.85936, -0.26160], [0.67658, -2.40146, 1.77675], [-1.89031, -1.41156, 0.07934], [4.03264, -3.44041, -1.79243], [2.38590, -5.17125, 0.20212], [-2.95619, -1.77263, 0.39273], [4.78907, -3.37719, -2.67240], [2.21579, -6.32601, 0.26668], [-2.67696, 3.41514, 0.16805], [-1.15200, 3.54500, 0.40584], [-0.50634, 2.25587, 0.34222], [-0.07501, 1.17152, 0.22728], [-2.86938, 3.05262, -0.84735], [-3.19192, 4.37274, 0.29431], [-3.11141, 2.69740, 0.87134], [-0.73054, 4.22192, -0.36802], [-0.98339, 4.00860, 1.39844]]}

***

No. 8
{"formula": "C6H5AsAuF6S5Sb", "method": "wB97M-V/def2-TZVPD", "multiplicity": 4, "charge": -1, "orbital_gap_ev": [7.5, 4.3], "symbols": ["Au", "S", "Sb", "S", "S", "S", "S", "C", "C", "C", "C", "C", "C", "H", "H", "H", "H", "H", "F", "As", "F", "F", "F", "F", "F"], "coordinates": [[7.52126, 8.15796, 7.79229], [10.43510, 4.66662, 7.54447], [8.96731, 6.07870, 6.43293], [6.83666, 5.93671, 7.58139], [9.74403, 8.35639, 6.67285], [8.46391, 5.57320, 4.20409], [7.66483, 10.31637, 8.58809], [6.56658, 11.06400, 7.49248], [5.36034, 11.52771, 8.00929], [4.46531, 12.13550, 7.13649], [4.73049, 12.28649, 5.79037], [5.98762, 11.84339, 5.27481], [6.88109, 11.20714, 6.12702], [5.23115, 11.34176, 9.08319], [3.50151, 12.53246, 7.51812], [4.04673, 12.82077, 5.12274], [6.21776, 12.00730, 4.21311], [7.83792, 10.85407, 5.81895], [8.96041, 6.05837, 10.27563], [8.28716, 6.89654, 11.71196], [7.68303, 7.71384, 13.20135], [9.67645, 6.39224, 12.68565], [7.47500, 5.41653, 12.14431], [9.14995, 8.41325, 11.18821], [6.83040, 7.40449, 10.78340]]}

***

No. 9
{"formula": "C6H5BiCl2LaNO3", "method": "wB97M-V/def2-TZVPD", "de_lowest_kj_mol": 188.84, "multiplicity": 1, "charge": 4, "orbital_gap_ev": 7.5, "symbols": ["La", "Bi", "Cl", "Cl", "C", "C", "C", "O", "O", "O", "C", "C", "C", "N", "H", "H", "H", "H", "H"], "coordinates": [[1.30194, -6.84516, -1.70940], [0.17238, 0.06738, 0.07095], [3.48679, -5.98673, -2.18802], [-1.23479, -0.49744, 2.01942], [-1.44290, 1.66915, -0.36485], [1.86618, -8.80313, -2.79262], [-0.55226, -7.99785, -1.59466], [-2.21411, 2.46934, -0.54603], [2.23484, -9.74722, -3.36494], [-1.60969, -8.46018, -1.45586], [-0.60062, 5.78706, 1.00512], [0.10667, 4.68993, 1.81906], [0.01183, 3.45907, 1.21968], [-0.02310, 2.37589, 0.70722], [-0.14531, 5.84692, 0.01136], [-0.51704, 6.76913, 1.49021], [-1.66079, 5.53363, 0.90577], [1.16296, 4.99002, 1.93922], [-0.34296, 4.68018, 2.82838]]}

***

No. 10
{"formula": "C6H5BrN2S", "method": "wB97M-V/def2-TZVPD", "de_lowest_kj_mol": 379.56, "multiplicity": 1, "charge": 0, "orbital_gap_ev": 6.9, "symbols": ["C", "C", "C", "C", "C", "C", "N", "N", "S", "Br", "H", "H", "H", "H", "H"], "coordinates": [[-0.24840, 0.00420, 1.43808], [-0.11052, 0.52227, -1.59677], [1.96063, -0.82519, -1.38887], [0.73749, -0.16042, -0.88735], [0.60114, -0.49317, 0.54135], [-1.30933, 1.04125, 1.12732], [2.56238, -1.57811, -0.56215], [-2.11173, 0.83111, -0.03049], [1.89849, -1.64949, 0.93754], [-2.99292, -0.75996, -0.07818], [-0.19954, -0.32272, 2.46584], [-0.33457, 0.97309, -2.52836], [2.31625, -0.71722, -2.40052], [-1.95723, 1.12782, 2.00845], [-0.81214, 2.00652, 0.95410]]}

***

No. 11
{"formula": "C6H5BrNO2Zr", "method": "wB97M-V/def2-TZVPD", "multiplicity": 1, "charge": 3, "orbital_gap_ev": 1.9, "symbols": ["Zr", "Br", "C", "C", "C", "C", "C", "C", "N", "O", "O", "H", "H", "H", "H", "H"], "coordinates": [[0.73810, 8.22327, 3.13105], [-0.05695, 7.01177, 0.91622], [-3.88029, 6.16957, -1.38162], [-2.89726, 5.09278, -1.15537], [-3.30917, 3.74431, -0.99064], [-4.63194, 3.50356, -0.99425], [-5.63269, 4.55458, -1.22936], [-5.21988, 5.88213, -1.48857], [-5.16480, 2.17007, -0.71009], [-6.28154, 2.03963, -1.14459], [-4.44709, 1.37521, -0.16931], [-3.55252, 7.20294, -1.42519], [-1.84357, 5.35026, -1.08293], [-2.59727, 2.93888, -0.83601], [-6.69591, 4.31208, -1.17684], [-5.96162, 6.65812, -1.62863]]}

***

No. 12
{"formula": "C6H5Cl4F9InO2S", "method": "wB97M-V/def2-TZVPD", "multiplicity": 1, "charge": -1, "orbital_gap_ev": 8.0, "symbols": ["C", "S", "O", "O", "In", "C", "F", "F", "C", "F", "F", "C", "F", "F", "C", "F", "F", "F", "H", "H", "H", "H", "H", "C", "Cl", "Cl", "Cl", "Cl"], "coordinates": [[-3.74457, 0.28521, 1.11995], [-1.98176, -0.32152, 0.80329], [-1.42438, -0.75587, 2.19750], [-2.09298, -1.47554, -0.22217], [-0.66846, 1.66836, -0.08369], [1.50211, 1.68444, 0.70549], [1.90559, 3.12281, 0.90565], [1.44569, 0.98721, 2.01141], [2.55987, 1.05173, -0.37595], [3.07293, 2.16229, -1.25238], [1.82131, 0.11568, -1.30422], [3.79191, 0.18988, 0.27754], [3.33593, -1.06708, 0.98102], [4.61159, -0.30824, -0.88987], [4.82381, 1.05056, 1.21602], [5.35735, 2.28594, 0.59775], [4.30419, 1.40600, 2.55836], [6.01703, 0.15904, 1.46269], [-3.90174, 1.29964, 0.51791], [-3.96772, 0.53626, 2.24528], [-4.54386, -0.50940, 0.75418], [-0.73977, 1.69646, -1.89090], [-1.47359, 3.12763, 0.67411], [-4.00207, -3.67831, -2.60180], [-4.78071, -5.02482, -3.47074], [-5.15934, -2.96759, -1.44841], [-2.57948, -4.28565, -1.71766], [-3.48887, -2.43512, -3.77037]]}

***

Number 1: maximum force 0.70 eV Å⁻¹. Number 2: maximum force 1.02 eV Å⁻¹. Number 3: maximum force 0.77 eV Å⁻¹. Number 4: maximum force 1.29 eV Å⁻¹. Number 5: maximum force 1.16 eV Å⁻¹. Number 6: maximum force 4.03 eV Å⁻¹. Number 7: maximum force 8.23 eV Å⁻¹. Number 8: maximum force 2.34 eV Å⁻¹. Number 9: maximum force 15.22 eV Å⁻¹. Number 10: maximum force 3.34 eV Å⁻¹. Number 11: maximum force 2.78 eV Å⁻¹. Number 12: maximum force 5.33 eV Å⁻¹.